Entry 1:
Here is a molecular structure, C58H48FGeIrN2P3S from the Open Molecules 2025 dataset. Energies are from the ωB97M-V functional and the def2-TZVPD basis.

```
! wB97M-V def2-TZVPD RIJCOSX def2/J DEFGRID3
* xyz 4 2
Ir 0.620 0.145 0.173
Ge -0.469 3.595 -1.207
S 0.085 -2.194 1.431
P 0.233 0.089 -2.053
P -1.329 1.011 1.171
P 2.099 1.873 0.478
F -0.974 5.143 -1.836
N -1.280 -3.718 -0.413
N -1.006 -4.650 1.537
C 2.888 0.051 4.086
C -1.705 -5.510 0.775
C -3.729 -2.274 1.304
C 1.787 -0.838 -2.073
C 3.343 -1.195 3.648
C -2.852 -1.288 0.896
C -1.841 -2.911 -3.911
C 3.549 2.114 -0.555
C 1.844 -2.144 -1.543
C -3.217 3.358 -1.625
C -0.293 2.373 4.846
C 3.032 -2.855 -1.532
C 2.962 -0.273 -2.599
C 3.412 -1.482 2.295
C -1.044 2.098 2.571
C -4.891 2.100 -0.457
C 4.553 3.295 -2.401
C -1.883 -4.920 -0.465
C 0.718 1.087 -4.477
C -1.434 4.175 3.725
C 0.412 1.481 -3.167
C 5.912 1.915 -0.968
C -0.726 -3.519 0.815
C 0.305 2.832 -2.834
C -0.799 3.668 4.851
C -0.411 1.592 3.710
C 0.624 4.216 0.288
C 1.171 6.167 1.618
C -1.088 -0.964 -2.697
C 4.139 -0.993 -2.597
C -2.552 1.817 0.102
C 2.393 4.133 1.952
C -2.207 2.782 -0.852
C 2.162 5.460 2.282
C 3.041 -0.514 1.369
C -3.499 -1.536 3.584
C 2.475 1.006 3.180
C 4.180 -2.279 -2.058
C 0.965 2.035 -5.452
C 0.422 5.555 0.620
C 0.900 3.382 -5.124
C -2.395 -0.468 -2.696
C 0.561 3.773 -3.835
C -4.549 3.006 -1.447
C -3.900 1.511 0.314
C 1.600 3.507 0.988
C -1.569 3.392 2.590
C -3.419 -1.208 -3.268
C -4.051 -2.404 2.654
C -2.631 -0.530 3.175
C 5.791 2.753 -2.069
C 3.439 2.993 -1.638
C -0.808 -2.177 -3.339
C -2.280 -0.407 1.829
C 4.797 1.589 -0.211
C -3.147 -2.434 -3.864
C 2.554 0.742 1.802
C -0.623 -4.873 2.939
H -2.267 0.173 3.909
H 6.666 3.011 -2.650
H -2.103 3.783 1.735
H -3.775 -1.611 4.627
H 2.942 0.716 -3.036
H 2.496 3.459 -1.878
H 0.211 -2.529 -3.439
H -4.198 -2.921 0.572
H -2.387 -5.292 -1.342
H 4.465 3.979 -3.234
H -1.281 -3.037 -1.174
H -5.928 1.853 -0.271
H 0.459 -4.840 3.030
H -4.761 -3.157 2.975
H 2.773 5.943 3.033
H 0.175 1.972 5.736
H 1.203 1.725 -6.461
H 5.031 -0.563 -3.033
H -1.849 5.174 3.739
H -2.622 -1.178 -0.156
H 1.091 4.135 -5.878
H -2.970 4.114 -2.359
H 4.925 0.963 0.662
H -5.313 3.464 -2.061
H -0.311 6.142 0.082
H 3.672 -1.929 4.373
H 2.873 0.276 5.145
H 0.776 0.035 -4.737
H -2.613 0.505 -2.274
H 0.941 -2.622 -1.187
H 3.232 -0.694 0.313
H -4.205 0.823 1.091
H 5.107 -2.839 -2.077
H 2.117 1.960 3.531
H -1.079 -4.103 3.559
H 3.218 3.610 2.421
H -0.030 0.577 3.719
H -1.617 -3.831 -4.436
H -2.032 -6.475 1.129
H 6.882 1.530 -0.684
H -0.986 -5.851 3.238
H -4.427 -0.813 -3.275
H -3.944 -2.995 -4.334
H 3.057 -3.866 -1.147
H 0.998 7.209 1.851
H -0.717 4.275 5.743
H 0.464 4.828 -3.617
H 3.806 -2.431 1.956
*
```

Frontier orbital gap (spin up / spin down) (eV): 6.71 / 4.78
<S²>: 0.7740



Entry 2:
Here is a molecular structure, C21H23FFeN3O8 from the Open Molecules 2025 dataset. Energies are from the ωB97M-V functional and the def2-TZVPD basis.

```
! wB97M-V def2-TZVPD RIJCOSX def2/J DEFGRID3
* xyz 2 6
Fe -4.628 -0.769 -0.152
F 0.992 3.012 0.239
O -5.960 0.366 0.800
O -4.745 1.548 -1.200
O -7.274 2.107 1.189
O -5.760 -0.406 -3.959
O -5.091 -0.967 -1.906
O -3.052 -4.331 0.502
O -4.198 -2.420 0.481
O -2.796 -0.131 0.040
N 5.549 1.903 1.846
N 3.357 1.490 0.497
N 0.561 -2.458 0.368
C 1.946 -0.472 0.431
C 3.562 2.908 0.792
C -1.782 -0.898 0.212
C -4.743 1.292 -2.611
C 0.686 -1.076 0.346
C 5.630 0.729 0.892
C 2.090 0.906 0.408
C -0.331 1.104 0.246
C 5.035 3.130 1.150
C -1.832 -2.306 0.349
C 1.733 -3.322 0.378
C -3.088 -3.136 0.442
C -5.265 -0.110 -2.916
C 0.903 1.671 0.307
C 4.509 0.876 -0.138
C 1.744 -4.506 -0.536
C -0.654 -3.010 0.409
C -5.856 2.242 -0.698
C -6.364 1.492 0.502
C 2.622 -3.329 -0.831
C -0.472 -0.291 0.269
H 2.936 3.192 1.636
H -3.708 1.367 -2.942
H -0.697 -4.089 0.483
H -5.336 2.026 -3.154
H 5.154 3.985 1.812
H 5.529 -0.171 1.494
H 3.687 -3.425 -0.675
H 6.461 2.079 2.269
H 3.317 3.570 -0.042
H 4.908 1.667 2.605
H 4.845 1.487 -0.983
H -1.207 1.733 0.161
H -7.592 1.556 1.926
H -5.599 3.260 -0.394
H 2.175 -3.428 1.361
H 5.670 3.277 0.279
H 6.616 0.743 0.432
H 2.334 -2.697 -1.661
H 2.814 -1.103 0.541
H 4.265 -0.100 -0.546
H 2.197 -5.412 -0.160
H 0.889 -4.662 -1.179
H -6.686 2.307 -1.411
*
```

Frontier orbital gap (spin up / spin down) (eV): 8.63 / 7.82
<S²>: 8.7599



Entry 3:
Here is 2 unconnected molecules or ions with the total composition C6H7N from the Open Molecules 2025 dataset. Energies are from the ωB97M-V functional and the def2-TZVPD basis.

```
! wB97M-V def2-TZVPD RIJCOSX def2/J DEFGRID3
* xyz 0 1
N -1.303 2.088 -0.807
C 3.093 0.342 0.242
C -0.436 -1.544 -0.588
C 1.886 0.042 0.183
C -0.942 1.081 -0.188
C -0.403 -0.198 -0.006
C -1.065 0.490 1.111
H 0.457 -2.028 -0.638
H -1.073 -1.467 -1.504
H -1.022 2.110 -1.883
H -1.078 -2.180 0.035
H 4.060 0.197 0.494
H -0.317 0.933 1.868
H -1.858 0.134 1.682
*
```

Frontier orbital gap (spin up / spin down) (eV): 8.19 / 8.20



Entry 4:
Here is C9H14N4O3 in the gas phase from the Open Molecules 2025 dataset. Energies are from the ωB97M-V functional and the def2-TZVPD basis.

```
! wB97M-V def2-TZVPD RIJCOSX def2/J DEFGRID3
* xyz 0 1
O 3.974 -1.339 0.728
O 3.241 -1.631 -1.334
O -0.005 1.308 -2.196
N 1.336 0.138 -0.943
N -3.642 -1.703 -0.167
N -1.565 -1.203 -0.557
N -1.657 2.143 -0.488
C 2.300 0.604 1.458
C -2.574 -1.896 -1.039
C 2.487 0.338 -0.106
C 3.307 -0.913 -0.215
C -0.518 1.517 0.101
C -3.222 -0.844 0.813
C 0.325 1.059 -1.082
C -1.925 -0.559 0.599
C -0.968 0.434 1.150
H 3.073 1.139 -0.716
H 4.047 -2.168 -1.174
H -1.322 0.984 2.118
H 1.324 0.382 1.772
H -2.534 1.615 -0.417
H 1.488 -0.274 -1.810
H -2.642 -2.328 -2.017
H -3.804 -0.305 1.545
H 2.970 -0.083 1.908
H 2.592 1.661 1.678
H 0.069 2.288 0.586
H -0.224 -0.229 1.430
H -4.456 -2.241 -0.125
H -1.474 2.105 -1.499
*
```

SMILES: C[C@H](NC(=O)[C@@H](N)Cc1c[nH]cn1)C(=O)O
Frontier orbital gap (eV): 9.54



Entry 5:
Here is a molecular structure, C2H10N4 from the Open Molecules 2025 dataset. Energies are from the ωB97M-V functional and the def2-TZVPD basis.

```
! wB97M-V def2-TZVPD RIJCOSX def2/J DEFGRID3
* xyz 0 1
N -0.368 -1.091 -0.968
N -0.362 0.030 1.476
N 0.647 -0.454 -0.159
N -1.409 -0.764 1.315
C -0.707 1.404 1.172
C 1.505 -0.103 -1.519
H -1.446 1.498 0.361
H 1.156 -1.212 0.290
H -1.218 -1.640 1.807
H 1.624 -0.862 -2.296
H -1.124 1.856 2.072
H -1.299 -1.185 0.073
H 1.083 0.825 -1.900
H 0.199 1.938 0.876
H -0.761 -0.332 -1.529
H 2.481 0.093 -1.074
*
```

Frontier orbital gap (eV): 9.26



Entry 6:
Here is C12H6O2 in the gas phase from the Open Molecules 2025 dataset. Energies are from the ωB97M-V functional and the def2-TZVPD basis.

```
! wB97M-V def2-TZVPD RIJCOSX def2/J DEFGRID3
* xyz 0 1
O 2.067 -2.224 -1.471
O -0.022 2.223 -1.528
C 1.068 -1.551 -1.451
C -0.498 0.780 1.121
C -1.072 2.143 1.230
C -1.113 3.340 1.373
C -0.112 1.031 -1.437
C -0.041 0.268 -0.099
C -0.263 0.119 -2.668
C 0.163 -1.254 2.321
C 0.538 -1.044 -0.099
C 0.280 -1.097 -2.670
C 0.626 -1.765 1.087
C -0.406 0.029 2.326
H -1.123 4.414 1.498
H 0.183 -1.795 -3.514
H -0.810 0.440 -3.567
H 1.102 -2.756 1.037
H -0.788 0.500 3.243
H 0.224 -1.802 3.267
*
```

SMILES: C#Cc1cccc2c1C(=O)C=CC2=O
Frontier orbital gap (eV): 8.48



Entry 7:
Here is C17H25IN4O3S in the gas phase from the Open Molecules 2025 dataset. Energies are from the ωB97M-V functional and the def2-TZVPD basis.

```
! wB97M-V def2-TZVPD RIJCOSX def2/J DEFGRID3
* xyz 0 1
I -0.069 -2.684 4.086
S -0.494 0.971 -2.508
O -1.403 -0.243 -4.708
O -2.797 0.691 1.999
O 1.931 0.534 -0.523
N 0.631 0.561 -5.022
N -0.002 2.596 0.656
N -0.564 -3.303 0.456
N 0.214 -0.061 -6.181
C -0.807 0.087 0.713
C -1.454 -0.414 -1.824
C -0.356 0.426 -4.196
C 1.412 -0.752 -0.430
C 2.781 0.664 -1.636
C -2.782 1.810 2.878
C -1.600 -0.088 2.047
C -0.960 -0.529 -5.974
C 3.356 2.076 -1.667
C -0.137 -2.246 0.584
C 1.594 -1.919 2.953
C -0.445 1.537 0.699
C -3.718 2.877 2.257
C 2.423 -3.048 2.293
C -1.880 -0.204 -0.371
C 0.428 -0.869 0.776
C 1.317 -0.707 2.040
H 2.554 2.811 -1.771
H -2.564 0.647 -0.361
H -1.033 0.253 2.912
H 3.586 -0.085 -1.622
H 2.256 -1.526 3.726
H -0.967 -1.387 -1.935
H 3.205 -2.633 1.659
H 2.246 -1.426 -0.157
H -1.916 -1.123 2.174
H -1.609 -1.094 -6.617
H -4.121 3.551 3.008
H 2.859 -3.621 3.114
H -3.123 3.410 1.511
H 0.987 0.109 2.685
H -2.366 -0.495 -2.419
H 4.006 2.207 -2.532
H -4.493 2.354 1.696
H -2.482 -1.049 -0.033
H 1.775 -3.743 1.760
H -3.188 1.498 3.846
H -1.796 2.270 2.965
H 2.236 0.522 -2.580
H 2.308 -0.383 1.711
H 3.880 2.292 -0.735
H 1.011 -1.160 -1.363
*
```

SMILES: CCOC[C@](C#N)(CCSc1nnco1)[C@@](C#N)(COCC)C[C@H](C)I
Frontier orbital gap (eV): 9.75



Entry 8:
Here is 2 unconnected molecules or ions with the total composition CH5PS2 from the Open Molecules 2025 dataset. Energies are from the ωB97M-V functional and the def2-TZVPD basis.

```
! wB97M-V def2-TZVPD RIJCOSX def2/J DEFGRID3
* xyz 0 1
S 1.407 -1.420 0.504
S -2.792 -0.608 -0.015
P 0.164 -0.613 -0.838
C 0.437 1.180 -0.479
H -2.632 -0.129 1.200
H -0.540 1.662 -0.717
H 1.540 -2.650 -0.055
H 0.323 1.406 0.677
H 1.111 1.760 -0.950
*
```

Frontier orbital gap (spin up / spin down) (eV): 7.24 / 6.60



Across the entries above, strongest force on any atom takes the values 0.4 0.9 5.5 3.2 5.3 1.6 1.6 6.7 eV/Å, respectively.